# 1
Here is C4H11FLaOP2S as an isolated structure in a non-equilibrium geometry from OMol25. Energies are from ωB97M-V with the def2-TZVPD basis set.

```
21
Properties=species:S:1:pos:R:3:forces:R:3
C -1.788 -1.564 1.027 0.266 0.666 0.352
C -1.685 -0.081 0.675 0.158 -0.106 0.027
S -0.878 0.790 2.017 -0.014 -0.248 0.582
C -0.210 2.202 1.164 -0.098 -0.574 -0.032
P 1.438 1.905 0.410 0.436 1.483 -0.329
F 2.003 0.657 1.172 0.243 -0.917 0.519
P 1.020 1.025 -1.587 -1.665 0.180 -0.157
C 0.935 -0.874 -1.208 0.516 2.609 0.837
O 2.386 1.138 -2.375 0.540 -0.354 -0.014
H -1.500 -2.180 0.180 -0.116 -0.579 -0.634
H -2.778 -1.820 1.357 -0.453 -0.348 -0.134
H -1.121 -1.807 1.838 0.305 -0.193 0.327
H -2.655 0.346 0.475 -0.356 0.187 -0.129
H -1.090 0.080 -0.225 0.047 0.117 -0.334
H -0.053 2.980 1.896 0.091 0.349 0.277
H -0.921 2.577 0.440 -0.077 0.331 -0.355
H 0.086 -1.360 -1.783 -1.068 3.578 0.772
H 1.908 -1.329 -1.496 0.638 2.132 0.369
H 0.819 -1.049 -0.129 -0.372 -0.021 0.399
H 3.148 1.328 -1.811 0.554 0.292 -0.185
La 0.936 -2.964 -2.037 0.426 -8.585 -2.157
```
Forces are in eV/Å.

The total energy is -39326.8788 eV. For the HOMO-LUMO gap, the calculation gives 2.86 eV. For the LUMO energy, the calculation gives -15.05 eV. As for the net charge: +3. The spin multiplicity is 1.



# 2
Here is C12H19BO6P2Pb as an isolated structure in a non-equilibrium geometry from OMol25. Energies are from ωB97M-V with the def2-TZVPD basis set.

```
41
Properties=species:S:1:pos:R:3:forces:R:3
C 1.743 -1.979 0.700 -0.609 -0.414 0.047
C 0.767 -1.838 1.896 0.274 -0.025 -0.452
C 0.988 -0.595 2.777 0.528 -1.278 0.844
O 0.920 0.677 2.087 -0.582 -0.391 0.162
C -0.116 0.790 1.262 -0.201 -0.341 -0.782
C 0.045 1.301 0.023 -0.444 -0.610 -0.808
P 1.578 1.962 -0.746 0.011 0.340 -0.644
C 1.641 1.112 -2.416 0.445 -0.347 0.694
C 3.114 1.409 0.116 0.749 0.282 0.253
C 4.412 1.798 -0.687 -1.095 -0.699 0.175
C -1.190 1.356 -0.842 0.416 -0.730 1.439
O -1.370 2.173 -1.689 -0.214 0.904 -1.413
C -2.322 0.328 -0.609 0.399 0.091 -0.405
B -3.250 -0.173 -1.740 1.127 0.127 0.840
O -3.601 0.790 -2.849 3.159 -1.837 0.725
O -3.778 -1.388 -1.899 0.473 0.446 -0.458
C -2.486 -0.131 0.631 -0.321 0.147 0.804
P -3.782 -1.329 1.169 0.414 -1.271 1.537
O -3.333 -2.721 0.913 0.173 0.265 -1.055
C -1.511 0.358 1.711 1.485 0.242 -2.159
O -1.813 0.436 2.839 -1.159 -0.187 2.515
H 2.782 -1.838 1.026 -0.284 0.031 -0.270
H 1.477 -1.321 -0.147 0.308 0.028 0.474
H 1.629 -3.005 0.308 0.256 0.372 0.165
H -0.266 -1.948 1.510 0.256 0.178 0.317
H 0.929 -2.718 2.545 -0.166 0.462 -0.063
H 2.013 -0.666 3.175 -0.340 0.354 -0.292
H 0.334 -0.646 3.664 0.008 0.438 -0.506
H 1.571 0.014 -2.300 -0.222 0.428 -0.155
H 2.664 1.293 -2.786 -0.498 0.156 -0.006
H 0.908 1.520 -3.120 0.217 -0.144 0.251
H 3.167 1.975 1.062 -0.326 -0.409 -0.249
H 3.184 0.333 0.326 -0.365 0.331 0.038
H 5.251 1.622 -0.002 -0.131 0.317 -0.358
H 4.366 2.836 -1.044 0.251 -0.345 0.100
H 4.499 1.084 -1.520 0.246 0.498 0.085
H -3.441 0.264 -3.662 1.245 -0.108 -0.019
H -3.300 -2.092 -1.402 -0.564 -0.115 0.227
H -3.916 -1.147 2.569 -0.206 0.622 -0.525
H -5.040 -1.064 0.570 0.308 0.617 0.049
Pb -5.467 1.167 -3.419 -5.020 1.579 -1.124
```
Forces are in eV/Å.

The total energy is -49519.4440 eV. For the HOMO-LUMO gap, the calculation gives 1.92 eV. For the LUMO energy, the calculation gives -10.86 eV. As for the net charge: +2. The spin multiplicity is 1.



# 3
Here is C3H4S2 as an isolated structure in a non-equilibrium geometry from OMol25. Energies are from ωB97M-V with the def2-TZVPD basis set.

```
9
Properties=species:S:1:pos:R:3:forces:R:3
C 0.665 0.084 0.075 3.743 -2.590 -1.481
C -0.211 -1.213 0.062 -0.272 7.184 3.996
C -0.309 1.235 0.077 0.058 -3.395 -5.669
H -0.363 -1.794 -0.680 0.660 -4.324 -5.068
H -0.047 -1.621 1.015 -0.436 -1.033 1.248
H -0.124 1.606 -1.070 -0.570 0.124 3.131
H -0.259 1.896 0.863 -0.299 1.649 1.517
S 2.372 -0.082 -0.159 -3.723 1.000 0.794
S -1.724 -0.111 -0.183 0.838 1.385 1.532
```
Forces are in eV/Å.

The total energy is -24843.1355 eV. For the HOMO-LUMO gap, the calculation gives 8.15 eV. For the LUMO energy, the calculation gives -0.72 eV. The spin multiplicity is 1.



| no. | HOMO level (eV) |
| --- | --- |
| 1 | -17.9 |
| 2 | -12.8 |
| 3 | -8.9 |